No. 1
{"formula": "C34H43N4", "method": "wB97M-V/def2-TZVPD", "total_charge": 1, "de_lowest_ev": 0.0000, "smiles": "CC(C)n1n[n+](C(C)C)c(C(C)(C)C)c1CC1(c2ccc(N(C)C)cc2)c2ccccc2-c2ccccc21", "symbols": ["C", "C", "C", "N", "N", "N", "C", "C", "C", "C", "C", "C", "C", "C", "C", "C", "H", "H", "H", "H", "H", "H", "H", "H", "H", "H", "H", "H", "H", "H", "H", "H", "H", "H", "H", "H", "H", "H", "H", "H", "H", "C", "N", "C", "C", "C", "C", "C", "C", "C", "C", "C", "C", "C", "C", "C", "C", "C", "C", "C", "C", "C", "C", "H", "H", "H", "H", "H", "H", "H", "H", "H", "H", "H", "H", "H", "H", "H", "H", "H", "H"], "xyz": [[1.631, -1.729, 3.238], [0.330, -1.714, 2.455], [-0.586, -2.858, 2.781], [0.575, -1.846, 1.004], [0.545, -3.073, 0.500], [1.117, -2.957, -0.715], [1.289, -4.259, -1.411], [-0.078, -4.893, -1.507], [2.210, -5.092, -0.548], [1.512, -1.672, -0.979], [2.358, -1.352, -2.223], [2.797, 0.111, -2.269], [1.478, -1.630, -3.439], [3.643, -2.188, -2.247], [1.047, -0.932, 0.087], [0.940, 0.528, 0.354], [1.412, -1.669, 4.310], [2.163, -2.667, 3.035], [2.266, -0.880, 2.965], [-0.166, -0.756, 2.582], [-0.833, -2.846, 3.847], [-1.519, -2.775, 2.208], [-0.101, -3.805, 2.523], [1.703, -4.064, -2.399], [0.003, -5.921, -1.883], [-0.532, -4.910, -0.510], [-0.733, -4.322, -2.174], [2.250, -6.134, -0.889], [3.224, -4.683, -0.546], [1.817, -5.074, 0.478], [3.428, 0.369, -1.409], [3.368, 0.300, -3.193], [1.920, 0.769, -2.289], [1.160, -2.677, -3.484], [0.582, -0.998, -3.399], [2.044, -1.397, -4.348], [3.448, -3.264, -2.241], [4.204, -1.949, -3.159], [4.257, -1.941, -1.374], [1.874, 0.979, -0.022], [1.000, 0.683, 1.444], [-2.401, 3.630, 5.495], [-2.796, 3.964, 4.143], [-3.681, 5.095, 3.999], [-2.268, 3.336, 3.051], [-1.892, 1.976, 3.142], [-1.411, 1.336, 2.013], [-1.052, 2.043, 0.868], [-0.263, 1.307, -0.223], [0.268, 2.265, -1.301], [-0.179, 1.878, -2.577], [0.297, 2.524, -3.721], [1.195, 3.582, -3.561], [1.615, 3.990, -2.285], [1.150, 3.325, -1.138], [-1.109, 0.750, -2.427], [-1.238, 0.442, -1.059], [-2.230, -0.433, -0.648], [-3.026, -1.068, -1.619], [-2.794, -0.856, -2.984], [-1.827, 0.059, -3.398], [-1.481, 3.370, 0.745], [-2.140, 3.996, 1.801], [-1.860, 2.683, 5.517], [-1.751, 4.416, 5.915], [-3.297, 3.562, 6.125], [-4.334, 4.964, 3.127], [-4.302, 5.166, 4.896], [-3.137, 6.044, 3.891], [-2.021, 1.396, 4.053], [-1.317, 0.248, 2.023], [-0.048, 2.170, -4.694], [1.568, 4.111, -4.442], [2.305, 4.823, -2.173], [1.461, 3.628, -0.139], [-2.422, -0.605, 0.411], [-3.828, -1.735, -1.295], [-3.397, -1.385, -3.723], [-1.603, 0.259, -4.445], [-1.310, 3.912, -0.189], [-2.496, 5.019, 1.671]], "forces_ev_per_angstrom": [[0.1978, -0.1438, -0.1773], [-0.4064, 0.1061, -0.1836], [-0.6058, -0.3346, 0.7307], [0.3467, -0.8289, -1.9453], [1.3632, 1.5967, -1.2715], [-0.5415, 0.4927, 1.9713], [-0.1729, -0.1972, 0.1213], [-0.5350, -0.1945, -0.2185], [0.4121, -0.3100, 0.2815], [0.2393, -0.5602, -0.6509], [-0.3692, 0.1367, 0.1237], [-0.2704, 0.3197, 0.0661], [-0.0896, 0.0254, -0.3398], [-0.0763, -0.2719, 0.1644], [-0.0856, -0.2038, 0.9202], [1.5608, 0.2107, 0.7434], [0.0258, -0.0163, -0.2590], [0.0025, 0.2159, 0.1301], [-0.0119, -0.1459, 0.0579], [0.1370, -0.2118, 0.1633], [0.0552, -0.0381, -0.1782], [0.1736, -0.1064, 0.1459], [-0.2605, 0.1795, 0.3243], [-0.0749, -0.0386, 0.2926], [-0.0040, 0.2987, 0.0686], [0.0230, -0.1775, -0.2756], [0.0456, -0.0979, 0.0823], [-0.0188, 0.3140, -0.0131], [-0.0786, -0.1080, 0.0916], [0.2320, -0.2027, -0.2817], [-0.0636, -0.0162, -0.2230], [-0.1816, -0.1673, 0.3818], [0.3902, -0.0574, 0.0031], [-0.0078, 0.2996, -0.1873], [0.2057, -0.1828, -0.1123], [-0.1698, -0.0743, 0.0778], [0.2260, 0.2268, -0.0515], [-0.1080, -0.0409, 0.2486], [0.0361, -0.0909, -0.1642], [-0.4830, -0.0682, 0.1494], [-0.1731, -0.0677, -0.3678], [-0.0802, 0.1797, 0.0330], [-0.4198, 0.0753, 0.3312], [0.1554, 0.2303, -0.1125], [0.1705, -0.1380, -0.3377], [-0.1347, -0.0278, -0.6034], [0.2919, 0.1775, 0.3401], [-0.0043, 0.0144, -0.3574], [-1.2656, 0.6492, -0.7698], [-0.1718, -0.2369, -0.2860], [0.5152, 0.2974, 0.2372], [-0.2164, -0.1944, 0.3998], [0.0628, 0.1066, -0.0136], [-0.3054, -0.3807, 0.1316], [0.0036, -0.0830, -0.4333], [-0.0031, -0.2056, 0.2525], [0.1205, 0.3182, -0.4042], [-0.1030, -0.3049, -0.1865], [0.2718, 0.0650, 0.0833], [-0.1023, -0.0867, 0.1225], [0.1063, 0.1720, 0.2246], [0.0135, -0.3538, 0.1432], [0.1104, -0.2492, 0.2337], [-0.1201, 0.2542, 0.1395], [-0.0996, -0.2084, -0.0408], [0.2416, -0.1327, -0.0037], [0.1255, 0.0275, 0.2009], [0.0307, 0.0053, -0.1615], [-0.0965, -0.0146, -0.0029], [-0.2463, 0.2142, -0.2412], [0.0750, 0.5902, 0.0840], [0.2290, 0.3456, 0.1271], [-0.1037, -0.1935, 0.3028], [-0.1444, -0.1375, -0.1045], [0.0328, 0.0026, -0.2239], [-0.0028, -0.0280, -0.2925], [0.2704, 0.1924, -0.1572], [0.1694, 0.1392, 0.2124], [-0.3632, -0.0932, 0.1276], [-0.0511, -0.1375, 0.4149], [0.1539, -0.3191, 0.1510]], "mulliken_charge": [-1.45, 0.84, -1.44, 1.61, -1.32, 1.43, -0.04, -1.39, -1.26, -0.46, 2.14, -2.30, -1.33, -1.63, 0.11, -1.35, 0.42, 0.34, 0.32, -0.45, 0.45, 0.35, 0.35, 0.30, 0.43, 0.33, 0.32, 0.42, 0.32, 0.32, 0.33, 0.49, 0.52, 0.30, 0.14, 0.45, 0.23, 0.46, 0.39, 0.83, 0.53, -0.91, 0.10, -1.16, 0.94, -0.95, -0.61, 0.27, 2.90, -1.86, 0.63, -0.25, -0.90, -1.07, 0.41, -0.22, -1.05, 0.26, -1.11, -1.03, 0.05, -0.73, -1.01, 0.27, 0.31, 0.32, 0.39, 0.34, 0.34, 0.38, 0.33, 0.45, 0.42, 0.45, 0.52, 0.43, 0.45, 0.42, 0.49, 0.48, 0.47]}


No. 2
{"formula": "C34H43N9O4S4TeTi", "method": "wB97M-V/def2-TZVPD", "total_charge": 2, "de_lowest_ev": 1.0512, "symbols": ["Ti", "C", "N", "C", "C", "N", "C", "S", "C", "C", "C", "C", "C", "N", "H", "H", "H", "H", "H", "H", "H", "H", "H", "N", "C", "C", "C", "O", "O", "H", "H", "H", "H", "H", "H", "C", "C", "N", "C", "S", "N", "C", "C", "H", "H", "H", "H", "H", "H", "H", "H", "H", "H", "H", "H", "N", "C", "C", "C", "C", "C", "C", "S", "O", "O", "N", "C", "S", "C", "C", "N", "H", "H", "H", "H", "H", "H", "H", "H", "C", "Te", "C", "C", "C", "C", "C", "C", "C", "H", "H", "H", "H", "H", "H", "H", "H"], "xyz": [[0.464, 0.338, -0.009], [-0.212, -1.372, 5.255], [0.119, -2.417, 4.291], [0.012, -3.778, 4.514], [0.380, -4.393, 3.386], [0.737, -3.402, 2.466], [0.561, -2.174, 3.039], [0.929, -0.607, 2.515], [1.097, -3.744, 1.126], [1.856, -4.893, 0.949], [2.109, -5.325, -0.340], [1.585, -4.599, -1.395], [0.875, -3.448, -1.106], [0.649, -2.995, 0.132], [-0.788, -1.816, 6.062], [-0.797, -0.601, 4.761], [0.693, -0.921, 5.658], [-0.321, -4.187, 5.453], [0.398, -5.441, 3.143], [2.240, -5.434, 1.804], [2.700, -6.215, -0.516], [1.729, -4.908, -2.422], [0.451, -2.860, -1.907], [0.256, 4.293, 1.259], [-0.034, 3.709, 2.572], [-1.388, 3.004, 2.567], [-1.418, 1.610, 1.989], [-2.211, 0.781, 2.321], [-0.485, 1.321, 1.038], [1.226, 4.574, 1.231], [-0.297, 5.132, 1.134], [-0.047, 4.469, 3.355], [0.753, 2.997, 2.815], [-2.098, 3.610, 1.994], [-1.777, 2.916, 3.578], [-5.351, -1.555, 1.984], [-5.220, -1.357, 0.480], [-3.838, -1.080, 0.061], [-3.241, 0.041, -0.304], [-1.716, -0.185, -1.144], [-3.745, 1.251, -0.150], [-4.950, 1.718, 0.548], [-6.088, 2.043, -0.410], [-6.386, -1.788, 2.238], [-5.049, -0.665, 2.538], [-4.726, -2.385, 2.316], [-5.870, -0.569, 0.117], [-5.515, -2.268, -0.036], [-3.247, -1.889, -0.042], [-3.198, 1.977, -0.570], [-4.658, 2.610, 1.100], [-5.245, 0.982, 1.286], [-5.837, 2.894, -1.046], [-6.987, 2.294, 0.156], [-6.317, 1.195, -1.059], [6.185, -4.693, -1.889], [5.378, -3.614, -1.749], [5.223, -2.698, -2.811], [4.406, -1.605, -2.679], [3.709, -1.419, -1.481], [3.843, -2.310, -0.415], [4.673, -3.396, -0.548], [2.688, -0.047, -1.325], [3.182, 1.011, -2.156], [1.256, -0.451, -1.597], [2.476, 0.358, 0.212], [3.423, 1.222, 0.814], [5.003, 0.650, 1.224], [5.380, 2.205, 1.831], [4.303, 3.016, 1.716], [3.191, 2.451, 1.133], [6.765, -4.787, -2.703], [6.403, -5.276, -1.101], [5.771, -2.855, -3.733], [4.314, -0.878, -3.477], [3.317, -2.125, 0.516], [4.804, -4.085, 0.279], [6.354, 2.417, 2.249], [4.272, 4.050, 2.034], [0.571, 2.042, -3.460], [0.836, 2.678, -1.419], [-1.150, 3.431, -1.683], [-1.382, 3.567, -3.161], [-2.433, 4.325, -3.667], [-2.640, 4.403, -5.034], [-1.790, 3.731, -5.904], [-0.740, 2.977, -5.404], [-0.537, 2.883, -4.031], [0.325, 0.986, -3.484], [1.510, 2.186, -3.985], [-1.294, 4.368, -1.145], [-1.798, 2.670, -1.275], [-3.088, 4.865, -2.988], [-3.457, 4.999, -5.423], [-1.940, 3.804, -6.974], [-0.072, 2.458, -6.083]], "forces_ev_per_angstrom": [[-0.8308, -1.0517, 1.1701], [0.0877, -0.0469, 0.0166], [-0.1197, 0.1131, 0.0790], [-0.0503, 0.1689, 0.1976], [0.1159, -0.0363, -0.2171], [-0.3112, -0.0363, -0.0299], [0.0197, -0.3209, 0.0828], [0.0866, -0.1118, -0.2277], [0.1856, 0.0664, -0.0343], [0.1038, -0.1612, 0.1232], [-0.0815, -0.0343, -0.0022], [-0.0488, -0.0540, -0.0693], [-0.0510, 0.1104, -0.0603], [-0.2086, -0.0423, 0.1471], [-0.0014, -0.0470, -0.0052], [-0.0535, -0.0022, -0.0415], [0.0215, -0.0283, -0.0185], [0.0008, 0.0815, -0.0606], [-0.0078, 0.0879, -0.0424], [0.0029, 0.0311, -0.0442], [-0.0289, 0.0158, 0.0261], [-0.0219, 0.0280, 0.0527], [0.0254, 0.1285, -0.0324], [-0.0270, -0.2653, 0.0075], [-0.0789, 0.0161, -0.1727], [0.3403, -0.0101, -0.1065], [0.1180, 0.2529, 0.1052], [-0.1687, -0.2662, -0.0311], [-1.3976, 1.6986, 1.6694], [0.1671, 0.0379, -0.0934], [0.0016, 0.1005, -0.0178], [-0.0021, -0.0400, 0.1260], [0.0844, -0.0135, -0.0071], [-0.0842, -0.0371, 0.0310], [-0.1191, -0.0158, 0.0349], [0.0170, 0.0369, -0.0220], [0.0490, -0.0005, 0.2116], [-0.1289, -0.0493, 0.0134], [0.0892, -0.1371, 0.3965], [0.5998, -0.3251, -0.5879], [-0.1690, -0.0139, -0.0457], [-0.1055, -0.0375, -0.0891], [-0.0003, -0.0116, -0.0008], [0.0403, -0.0013, -0.0200], [0.0160, -0.0433, -0.0048], [-0.0162, 0.0167, 0.0051], [-0.0101, -0.0071, -0.0548], [-0.0063, -0.0400, -0.0890], [0.0409, -0.0568, -0.0541], [0.1094, 0.1536, -0.1731], [0.0382, 0.0258, 0.0502], [0.0850, 0.0124, 0.0476], [-0.0148, -0.0575, 0.0149], [0.0617, 0.0227, -0.0408], [-0.0009, 0.0530, 0.0331], [-0.1224, 0.0792, -0.0044], [-0.0058, 0.0253, -0.0071], [0.0435, -0.0946, -0.0266], [-0.0281, 0.0552, 0.0762], [-0.0412, 0.0390, 0.1821], [0.0926, 0.0803, -0.0063], [0.1633, -0.0043, 0.0270], [1.2784, -0.0691, -0.2693], [-0.1553, -0.1474, -0.1797], [0.2149, -0.6649, -0.9237], [0.3099, 0.4471, -0.7294], [0.3024, -0.4523, 0.2151], [-0.1152, -0.0307, -0.1229], [0.1079, -0.1401, 0.1038], [-0.1230, 0.0836, -0.0362], [-0.2605, 0.1206, 0.0005], [0.0436, -0.0253, -0.0174], [0.0314, -0.0080, 0.0211], [-0.0134, 0.0123, 0.0456], [0.0115, -0.0838, 0.0308], [0.0305, -0.0353, -0.0497], [-0.0001, 0.0611, -0.0525], [-0.1207, 0.0417, -0.0641], [-0.0177, -0.0942, -0.0366], [0.1160, 0.0692, -0.0007], [-0.3351, 1.0004, -0.7133], [0.0119, 0.1786, 0.0542], [0.1049, -0.0769, -0.1406], [-0.0377, 0.0505, 0.0641], [-0.0218, 0.0192, -0.0160], [0.0128, -0.0094, 0.0144], [0.0031, -0.0045, -0.0292], [-0.0711, 0.0911, 0.1012], [-0.0128, -0.1460, 0.0976], [0.0988, 0.0139, 0.0170], [0.1385, -0.0943, 0.0333], [-0.0717, -0.1045, 0.2006], [0.0646, -0.0377, -0.0587], [0.0454, -0.0234, 0.0097], [-0.0001, -0.0022, 0.0244], [-0.0349, 0.0239, 0.0202]], "mulliken_charge": [0.03, -0.79, 0.26, -0.81, -0.42, 0.40, -0.14, -0.46, 0.31, -0.70, -0.77, -0.84, -0.24, 0.04, 0.34, 0.30, 0.31, 0.48, 0.53, 0.60, 0.49, 0.49, 0.48, -0.36, -1.07, -0.58, 0.06, -0.44, 1.50, 0.20, 0.27, 0.58, 0.29, 0.21, 0.37, -0.95, -0.50, -0.03, 0.78, -0.58, 0.43, -0.47, -1.37, 0.37, 0.21, 0.35, 0.02, 0.46, 0.27, -0.28, 0.37, 0.28, 0.38, 0.42, 0.28, -0.46, 0.92, -1.03, -0.61, -0.37, -0.47, -1.01, 1.38, -0.81, -0.37, 1.06, -0.11, 0.00, -0.48, -0.72, -0.07, 0.20, 0.21, 0.37, 0.56, 0.62, 0.45, 0.44, 0.42, -0.99, 0.41, 0.59, 0.74, -0.71, -0.62, -0.64, -0.70, 0.40, 0.40, 0.73, 0.68, -1.60, 0.47, 0.42, 0.42, 0.49]}


What did we get for HOMO energy? Answer: -0.349, -0.471 Eh, in the order shown.
What did we get for lowest unoccupied orbital energy? Answer: -2.67, -5.62 eV, in the order shown.
What did we get for frontier orbital gap? Answer: 0.25103, 0.26436 Eh, in the order shown.